This record from the Open Molecules 2025 dataset describes a cluster of 2 separate species, C5H12N3 in total. The level of theory is wB97M-V/def2-TZVPD.

The geometry in XYZ format:
```
20
Properties=species:S:1:pos:R:3:nbo_charge:R:1
C 1.4753 1.2118 -0.3279 0.66
C -0.9794 -0.5812 -0.6576 -0.22
C -1.2920 -0.4769 0.6395 -0.18
C -0.3365 -1.7503 -1.3830 -0.65
C -1.7910 0.7166 1.3518 -0.65
N 2.2290 0.6475 0.3819 -0.10
N 1.0110 1.9044 -1.3148 -0.73
N 2.0833 -0.2835 1.3063 -0.57
H -1.0717 0.3279 -1.2316 0.17
H -0.9422 -1.2437 1.3327 0.19
H 0.1288 -1.5210 -2.4236 0.23
H -0.8945 -2.6392 -1.4133 0.25
H 0.5520 -2.0514 -0.6030 0.20
H -0.9295 1.0174 1.8758 0.21
H -2.4576 0.3729 2.2520 0.24
H -2.3779 1.3818 0.7767 0.24
H 0.9250 2.9064 -1.3939 0.46
H 0.6865 1.3998 -2.1728 0.45
H 2.8507 -0.8041 1.4263 0.41
H 1.1307 -0.5349 1.5782 0.41
```

Its charge is +1. For the HOMO energy, the calculation gives -12.87 eV. Its spin multiplicity is 1. For the energy relative to the best compared isomer or geometry (same formula, charge and spin), the calculation gives 114.91 kcal per mole. The value obtained for the HOMO-LUMO gap is 8.44 eV.


This record from the Open Molecules 2025 dataset describes a structure of composition C19H14BrF6N5O2PPtS. The level of theory is wB97M-V/def2-TZVPD.

The geometry in XYZ format:
```
50
Properties=species:S:1:pos:R:3:mulliken_spin:R:1
Pt 0.4067 -0.2332 -0.3358 0.75
S 0.8117 -0.3120 1.9318 0.14
C 1.8298 1.1362 1.7897 0.08
N 1.9971 1.9785 2.7987 0.34
N 1.1329 1.9144 3.7771 0.36
C 1.2864 2.6580 4.9309 -0.06
C 2.3430 3.5691 5.0609 0.11
C 2.4840 4.2754 6.2377 -0.05
C 1.5904 4.0849 7.2867 0.12
C 0.5383 3.1881 7.1488 -0.07
C 0.3751 2.4795 5.9758 0.11
N 2.4765 1.3695 0.6559 0.35
N 2.2492 0.5483 -0.3496 0.49
C 3.2128 0.3836 -1.3203 -0.08
C 4.3205 1.2396 -1.3910 0.12
C 5.2699 1.0399 -2.3728 -0.06
C 5.1494 -0.0081 -3.2780 0.12
C 4.0554 -0.8626 -3.2003 -0.06
C 3.0891 -0.6722 -2.2342 0.12
H 0.2906 1.3507 3.6547 -0.03
H 3.0174 3.6959 4.2279 0.01
H 3.2932 4.9858 6.3399 0.00
H 1.7130 4.6393 8.2073 0.01
H -0.1553 3.0435 7.9660 0.00
H -0.4418 1.7763 5.8625 0.00
H 4.3954 2.0498 -0.6801 0.01
H 6.1143 1.7140 -2.4339 0.00
H 5.9021 -0.1595 -4.0398 0.01
H 3.9556 -1.6851 -3.8961 0.00
H 2.2422 -1.3413 -2.1588 0.00
Br 1.0553 2.2475 -2.9985 0.00
C -0.2087 0.8849 -3.2414 0.00
C -0.9966 0.9355 -4.3805 0.00
C -1.9316 -0.0584 -4.5937 0.00
C -2.0606 -1.0639 -3.6498 0.00
C -1.2611 -1.0308 -2.5306 -0.01
N -0.3233 -0.0820 -2.3312 0.01
C -1.4608 -2.0592 -1.4311 0.02
O -2.1409 -3.0318 -1.6416 0.04
O -0.8759 -1.7766 -0.2985 0.07
H -0.8565 1.7539 -5.0696 0.00
H -2.5619 -0.0388 -5.4720 0.00
H -2.7716 -1.8719 -3.7415 0.00
F -1.8868 0.8430 0.5708 0.00
P -1.7949 2.4500 0.2409 0.00
F -0.1412 2.2187 -0.0293 0.04
F -3.3498 2.6166 0.4882 0.00
F -1.6047 3.9874 -0.1163 0.00
F -2.0351 2.0948 -1.3285 0.00
F -1.4470 2.7204 1.7876 0.00
```

For the HOMO energy (alpha / beta), the calculation gives -7.74 / -9.32 eV. Its spin multiplicity is 4. The value obtained for the HOMO-LUMO gap (alpha / beta) is 6.60 / 6.18 eV.


This record from the Open Molecules 2025 dataset describes a structure of composition C17H14Cl2IIrN2O5S. The level of theory is wB97M-V/def2-TZVPD.

The geometry in XYZ format:
```
43
Properties=species:S:1:pos:R:3:nbo_charge:R:1
Ir -0.4584 -0.1682 0.4704 1.02
O 2.8950 1.4568 -1.1380 -0.53
C 1.9484 0.7432 -0.9694 0.78
O 0.9901 1.0746 -0.0923 -0.75
C 1.6894 -0.4757 -1.8478 -0.36
C 0.2841 -0.3925 -2.4607 0.10
C 0.1431 -1.3139 -3.6621 -0.43
C 0.1141 -2.7125 -2.9956 -0.43
C 0.2476 -2.3698 -1.5207 0.11
O -0.5156 -1.1032 -1.4435 -0.56
C 1.6581 -1.8869 -1.1679 -0.37
C 1.8713 -1.9443 0.3465 0.78
O 2.8627 -2.4297 0.8167 -0.55
O 0.8488 -1.5485 1.0947 -0.75
H 2.4564 -0.4458 -2.6174 0.27
H -0.1218 0.6087 -2.5791 0.23
H 0.9734 -1.1835 -4.3530 0.24
H -0.7814 -1.1096 -4.1978 0.23
H 0.9277 -3.3589 -3.3182 0.24
H -0.8254 -3.2250 -3.1906 0.23
H -0.1867 -3.0757 -0.8186 0.23
H 2.4195 -2.5277 -1.6048 0.27
Cl -2.1181 -1.6187 1.3477 0.18
C -1.8429 -1.4313 3.0758 0.11
C -2.4340 -2.3381 3.9148 -0.27
C -2.2614 -2.1668 5.2872 -0.11
C -1.5261 -1.1040 5.7866 -0.22
C -0.9408 -0.1981 4.9190 0.02
Cl -0.0306 1.1067 5.5544 0.10
C -1.0746 -0.3472 3.5222 -0.36
S -0.2917 0.7621 2.4649 0.52
H -3.0155 -3.1603 3.5225 0.25
H -2.7114 -2.8739 5.9701 0.25
H -1.3954 -0.9732 6.8511 0.26
I -5.2633 3.1957 -1.6062 0.26
C -3.3941 2.5643 -1.0319 -0.31
C -2.2134 3.2790 -1.0754 -0.01
N -1.2474 2.4786 -0.6064 -0.31
N -1.7393 1.2792 -0.2625 -0.29
C -3.0432 1.3115 -0.5217 -0.02
H -2.0046 4.2824 -1.4055 0.26
H -0.2475 2.6271 -0.5062 0.47
H -3.6679 0.4557 -0.3276 0.24
```

Its charge is +1. For the HOMO energy (alpha / beta), the calculation gives -12.07 / -12.05 eV. Its spin multiplicity is 2. For the energy relative to the best compared isomer or geometry (same formula, charge and spin), the calculation gives 0.87 kcal per mole. The value obtained for the HOMO-LUMO gap (alpha / beta) is 8.86 / 5.71 eV.


This record from the Open Molecules 2025 dataset describes a structure of composition C5H9NO. The level of theory is wB97M-V/def2-TZVPD.

The geometry in XYZ format:
```
16
Properties=species:S:1:pos:R:3:nbo_charge:R:1
O -0.0715 1.4071 1.7772 -0.70
C 0.8638 0.6178 1.0793 0.12
C 0.3801 -0.8424 0.8263 -0.45
C -0.1199 -0.3412 -0.5284 0.05
C -1.3380 -1.0966 -1.5783 -0.27
N -1.5398 -0.0300 -0.6353 -0.64
C 0.8583 0.8525 -0.4681 -0.43
H -0.9509 1.1726 1.4308 0.48
H 1.8256 0.7490 1.5864 0.19
H -0.3767 -1.2391 1.5115 0.23
H 1.2144 -1.5472 0.7336 0.22
H -1.3836 -2.0502 -1.0360 0.16
H -0.0397 -0.9438 -1.7793 0.26
H -1.6371 0.8326 -1.1765 0.35
H 1.8271 0.6334 -0.9304 0.22
H 0.4878 1.8256 -0.8128 0.22
```

For the HOMO energy, the calculation gives -8.71 eV. Its spin multiplicity is 1. For the energy relative to the best compared isomer or geometry (same formula, charge and spin), the calculation gives 129.65 kcal per mole. The value obtained for the HOMO-LUMO gap is 9.61 eV.


This record from the Open Molecules 2025 dataset describes a structure of composition C4H5AgLiO6. The level of theory is wB97M-V/def2-TZVPD.

The geometry in XYZ format:
```
17
Properties=species:S:1:pos:R:3:nbo_charge:R:1
C -0.7309 0.5712 -0.6987 -0.53
C 0.1584 -0.5763 -0.2729 -0.07
O 0.5708 -0.3571 1.0746 -0.52
C 1.3825 -1.2604 1.6416 0.96
O 1.7665 -2.2660 0.9941 -0.83
O 1.6935 -1.0565 2.8421 -0.81
H -1.1181 0.3421 -1.7049 0.23
H -1.4975 0.7661 0.0650 0.23
H 1.0394 -0.6505 -0.9230 0.20
H -0.3878 -1.5268 -0.3397 0.19
Ag 3.1484 -3.3212 3.1994 0.90
O 1.2722 2.0105 -0.9939 -0.82
C 0.0249 1.9563 -0.9025 0.79
O -0.6791 3.0098 -1.0015 -0.85
Li 1.0301 3.9584 -1.2351 0.95
O -3.5174 -1.1731 -0.7840 -0.41
H -4.1560 -0.4264 -0.9605 0.41
```

For the HOMO energy, the calculation gives -8.42 eV. Its spin multiplicity is 2. For the energy relative to the best compared isomer or geometry (same formula, charge and spin), the calculation gives 24.20 kcal per mole. The value obtained for the HOMO-LUMO gap is 6.37 eV.


This record from the Open Molecules 2025 dataset describes a cluster of 6 separate species, C12H36O6 in total. The level of theory is wB97M-V/def2-TZVPD.

The geometry in XYZ format:
```
54
Properties=species:S:1:pos:R:3:nbo_charge:R:1
C 1.2671 0.1556 0.8372 -0.63
C 0.5632 -0.7137 1.8580 -0.06
O -0.7405 -0.1744 2.0371 -0.77
H 2.1951 -0.2770 0.4471 0.20
H 1.5905 1.1126 1.2479 0.21
H 0.6362 0.3144 -0.0354 0.21
H 1.1074 -0.6901 2.8107 0.16
H 0.4484 -1.7599 1.5525 0.16
H -1.3414 -0.8459 2.4073 0.50
C -1.5860 2.2049 -0.8130 -0.63
C -2.1994 2.4834 -2.1764 -0.06
O -3.2247 3.4735 -2.1064 -0.73
H -0.9966 3.0603 -0.4653 0.20
H -0.9480 1.3412 -1.0199 0.21
H -2.3108 2.0422 -0.0200 0.22
H -2.5993 1.5255 -2.5210 0.17
H -1.4593 2.7610 -2.9279 0.16
H -2.8206 4.3149 -1.8806 0.46
C 2.0867 -0.0227 -3.0370 -0.63
C 1.9126 1.4911 -2.8970 -0.08
O 0.7716 1.8258 -3.7397 -0.74
H 2.5496 -0.4111 -2.1317 0.21
H 2.6441 -0.2764 -3.9317 0.21
H 1.0918 -0.4729 -3.0378 0.22
H 2.7221 1.9609 -3.4569 0.18
H 1.7297 1.7690 -1.8626 0.17
H 0.5714 2.7626 -3.6616 0.46
C -2.6643 -2.0147 4.9480 -0.63
C -3.4886 -2.3186 3.7077 -0.06
O -2.7028 -2.0419 2.5606 -0.77
H -1.7406 -2.5904 4.9903 0.21
H -3.2791 -2.2414 5.8256 0.21
H -2.3851 -0.9639 5.0346 0.21
H -4.4209 -1.7296 3.7224 0.15
H -3.8803 -3.3464 3.7454 0.16
H -3.2821 -2.1487 1.7768 0.51
C -2.1548 -1.8505 -0.9468 -0.63
C -3.3764 -1.0055 -0.6381 -0.07
O -4.2545 -1.6786 0.2441 -0.74
H -1.4502 -1.3307 -1.5940 0.22
H -2.5089 -2.7187 -1.5109 0.21
H -1.6282 -2.1877 -0.0548 0.22
H -3.8446 -0.7414 -1.5962 0.16
H -3.0679 -0.0364 -0.2205 0.17
H -5.0142 -1.1150 0.4170 0.48
C 4.7485 0.1819 -0.3442 -0.64
C 6.2275 0.4967 -0.4770 -0.06
O 6.7930 1.0874 0.7196 -0.73
H 4.4500 -0.4221 -1.2015 0.21
H 4.1372 1.0806 -0.3088 0.21
H 4.5981 -0.4489 0.5320 0.21
H 6.4818 1.1709 -1.2980 0.17
H 6.8100 -0.4088 -0.6811 0.16
H 7.2365 0.3675 1.1718 0.46
```

For the HOMO energy, the calculation gives -9.63 eV. Its spin multiplicity is 1. For the energy relative to the best compared isomer or geometry (same formula, charge and spin), the calculation gives 52.27 kcal per mole. The value obtained for the HOMO-LUMO gap is 10.30 eV. The structure (SMILES) is CCO.CCO.CCO.CCO.CCO.CCO.